No. 1
Here is the molecule C36H47F2NO2S2 at a distorted geometry from the Open Molecules 2025 dataset. Energies are from wB97M-V/def2-TZVPD.

Each line ends with the Mulliken charge.
CARTESIAN COORDINATES (ANGSTROEM)
C: -5.28284 -0.60673 2.71445  0.14
C: -5.40040 0.22636 1.83612  -0.69
C: -5.59457 1.25560 0.73110  -0.47
C: -4.35141 2.25516 0.53772  0.05
C: -3.27280 2.15256 1.66906  0.23
C: -3.77943 2.77415 2.98878  -0.95
C: -4.36887 3.01290 4.02435  0.00
O: -3.87683 2.33313 -0.79738  -0.41
C: -2.88813 1.42110 -1.20587  0.43
C: -3.01538 -0.07544 -0.74589  0.05
C: -2.16836 -1.10879 -1.63390  -1.10
C: -1.46514 -2.17723 -0.67584  -0.80
S: 0.29756 -1.66883 -0.49654  -0.15
C: 1.25806 -3.04089 0.18971  -0.10
S: 2.08869 -2.74269 1.58238  -0.03
N: 1.27518 -4.30212 -0.53662  0.33
C: 2.32146 -4.23301 -1.55192  -0.38
C: 1.90027 -4.42942 -2.93556  -0.19
C: 2.87456 -4.36542 -4.00409  -0.48
C: 4.27962 -4.12844 -3.76069  -0.44
C: 4.69040 -3.92626 -2.38161  -0.78
C: 3.71944 -3.96609 -1.29839  0.14
C: 1.38822 -5.46301 0.32931  0.65
C: 0.38053 -5.58447 1.38751  -0.08
C: 0.35390 -6.67268 2.32792  -0.67
C: 1.37518 -7.70144 2.18372  -0.43
C: 2.34999 -7.59780 1.13666  -0.59
C: 2.39477 -6.49782 0.17509  -0.49
C: -1.38696 1.91339 -0.98318  -0.62
F: -0.78166 1.25590 0.12952  -0.37
O: -1.31462 3.31684 -0.86197  -0.23
C: -0.00618 3.68363 -1.37919  -0.42
C: 0.43576 5.11282 -0.91815  -0.97
C: 0.69705 5.06930 0.64300  -0.07
C: 2.07233 5.79504 0.98374  -1.01
C: 3.24726 4.72361 0.90764  -0.41
C: 3.28862 3.98127 2.28865  -0.58
C: 4.26672 2.74596 2.35144  -0.72
C: 3.48557 1.38021 2.40376  -0.72
C: 2.90018 1.11541 0.94524  0.00
C: -3.02235 1.37824 -2.81060  0.10
C: -4.34620 0.70127 -3.29325  -1.18
F: -3.13054 2.75822 -3.19058  -0.40
H: -5.51374 -1.40047 3.44187  0.41
H: -5.79088 0.71407 -0.23247  0.13
H: -6.53507 1.83411 0.93085  0.36
H: -4.83092 3.25694 0.72479  0.54
H: -2.38206 2.77882 1.38502  -0.03
H: -2.88122 1.13460 1.88060  0.21
H: -4.85209 3.14120 5.00020  0.40
H: -4.08000 -0.41486 -0.84995  0.35
H: -2.71943 -0.28537 0.30500  0.22
H: -2.84216 -1.66834 -2.32225  0.36
H: -1.31976 -0.60401 -2.16372  0.43
H: -1.95505 -2.24871 0.32321  0.52
H: -1.49610 -3.19351 -1.13676  0.49
H: 0.81976 -4.62887 -3.12716  0.36
H: 2.47267 -4.49947 -5.03628  0.32
H: 4.97181 -4.10855 -4.62372  0.38
H: 5.76933 -3.71352 -2.20588  0.34
H: 4.08500 -3.79517 -0.25952  0.35
H: -0.38530 -4.78132 1.48879  0.29
H: -0.40743 -6.71034 3.13578  0.36
H: 1.39728 -8.55842 2.88577  0.34
H: 3.11121 -8.39413 1.01323  0.32
H: 3.16352 -6.45857 -0.61881  0.37
H: -0.73154 1.64813 -1.85518  0.62
H: 0.75096 2.96793 -0.94730  0.23
H: 0.06344 3.58914 -2.49279  0.39
H: -0.30831 5.87631 -1.24144  0.36
H: 1.43678 5.29419 -1.40107  0.42
H: 0.85594 3.99139 0.92129  -0.07
H: -0.17864 5.52767 1.15656  0.47
H: 1.99469 6.23181 2.01053  0.39
H: 2.25736 6.55553 0.18736  0.32
H: 2.99915 4.04368 0.04604  0.19
H: 4.22284 5.20778 0.64482  0.43
H: 3.57094 4.75152 3.05624  0.43
H: 2.24074 3.65537 2.54037  0.22
H: 4.88436 2.73953 1.41982  0.36
H: 4.90063 2.83029 3.26728  0.30
H: 4.10183 0.52080 2.76350  0.34
H: 2.57740 1.41673 3.06964  0.33
H: 3.73304 0.73973 0.30427  0.34
H: 2.08194 0.36390 1.04075  -0.12
H: 2.45214 2.03765 0.50912  -0.28
H: -2.09786 1.00987 -3.30429  0.47
H: -4.20751 -0.26504 -3.82895  0.26
H: -4.84279 1.41156 -4.00743  0.44
H: -5.06269 0.60266 -2.43837  0.15

Computed properties:
SMILES   C#CCC(CC#C)O[C@](CCCSC(=S)N(c1ccccc1)c1ccccc1)([C@H](F)OCCCCCCCCC)[C@@H](C)F
Gap between HOMO and LUMO   7.70 eV
Net charge   0
Maximum force   3.197 eV/A

No. 2
Here is the molecule C4H9NO from the Open Molecules 2025 dataset. Energies are from wB97M-V/def2-TZVPD.

Each line ends with the Mulliken charge.
CARTESIAN COORDINATES (ANGSTROEM)
C: 0.51735 2.19496 -1.03317  -1.02
C: 0.74335 1.36438 0.21496  -0.21
O: 1.24863 0.07048 -0.14772  -0.33
C: 0.47401 -1.00226 0.06952  0.11
N: -0.69677 -0.97409 0.53826  -0.43
C: -1.35926 -2.25425 0.70768  -0.78
H: 1.43681 2.26876 -1.62212  0.27
H: -0.26431 1.75539 -1.66016  0.28
H: 0.20675 3.20682 -0.75151  0.33
H: 1.51737 1.81079 0.84465  0.26
H: -0.17279 1.25122 0.79741  0.33
H: 1.01393 -1.91241 -0.22152  0.34
H: -2.08276 -2.18211 1.52445  0.26
H: -0.66574 -3.07696 0.93668  0.31
H: -1.91657 -2.52072 -0.19742  0.27

Computed properties:
SMILES   CCO/C=N/C
Gap between HOMO and LUMO   10.69 eV
Net charge   0
Maximum force   0.482 eV/A